72
Properties=species:S:1:pos:R:3:mulliken_spin:R:1 method="wB97M-V/def2-TZVPD" lumo_ev="-6.03 / -6.92" total_charge=+2 gap_ev="6.25 / 6.55" e_homo_ev="-12.2822 / -13.4676" largest_force_ha_per_bohr=0.0161 relative_energy_kj_mol=341.5 spin_multiplicity=4
Re 0.4584 -0.3730 1.2657 1.755
C 1.2565 3.2707 3.6993 -0.006
C 1.0573 1.9365 3.3239 -0.034
N 0.5551 1.5968 2.1489 -0.028
C 0.2058 2.5855 1.2706 0.027
C 0.4056 3.9460 1.5531 -0.001
C 0.9479 4.2706 2.8145 0.015
C 0.0244 4.8960 0.5736 0.037
C -0.5393 4.4705 -0.5949 -0.017
C -0.7589 3.0988 -0.8610 0.045
C -0.3878 2.1532 0.0581 0.006
N -0.5526 0.7530 -0.0123 0.212
C -1.8338 0.2209 -0.3235 0.023
C -2.5770 0.4405 -1.4538 0.035
C -3.8835 -0.0859 -1.5516 -0.010
C -4.4396 -0.8084 -0.5335 0.038
C -3.6865 -1.0742 0.6341 -0.010
C -4.1662 -1.7909 1.7536 0.015
C -3.3545 -1.9849 2.8376 -0.003
C -2.0337 -1.5176 2.7988 -0.022
N -1.5502 -0.8555 1.7622 0.018
C -2.3776 -0.5875 0.7021 -0.006
H 1.6579 3.4888 4.6781 0.001
H 1.3195 1.1254 3.9927 0.007
H 1.1063 5.3090 3.0774 0.001
H 0.1725 5.9494 0.7694 0.001
H -0.8383 5.1937 -1.3413 0.000
H -1.2198 2.8184 -1.7961 0.003
H -2.1795 1.0108 -2.2812 -0.001
H -4.4526 0.1042 -2.4511 0.000
H -5.4503 -1.1865 -0.6099 0.001
H -5.1783 -2.1756 1.7461 0.000
H -3.6954 -2.5210 3.7107 0.001
H -1.3498 -1.7255 3.6103 0.005
C 3.0418 1.8689 -1.3723 -0.001
C 3.8617 0.9141 -0.5129 0.011
As 2.8207 -0.3015 0.5687 -0.082
C 2.3967 -1.7581 -2.1501 0.026
C 0.9933 -1.3247 -2.4542 0.013
C 4.1074 -1.2162 1.6878 0.003
C 5.3698 -1.7116 0.9952 0.000
H 3.7006 2.6053 -1.8302 0.001
H 2.2983 2.4063 -0.7835 0.004
H 2.5205 1.3472 -2.1756 0.001
H 4.4693 1.4499 0.2241 0.000
H 4.5570 0.3048 -1.0943 0.000
H 2.6191 -2.7526 -2.5288 0.002
H 3.1633 -1.0648 -2.4876 -0.007
H 0.2570 -2.0334 -2.0717 -0.004
H 0.8936 -1.2977 -3.5412 0.000
H 0.7692 -0.3335 -2.0620 0.005
H 3.5562 -2.0192 2.1821 -0.002
H 4.3381 -0.4746 2.4607 0.011
H 5.1391 -2.4158 0.1961 0.001
H 6.0000 -2.2275 1.7183 -0.001
H 5.9556 -0.8923 0.5795 0.000
O 2.6719 -1.8840 -0.6660 0.021
C 1.8544 -2.8051 0.0063 0.394
N 0.7962 -2.3233 0.7501 0.124
S -0.2939 -3.6311 0.9966 0.019
O -1.4201 -3.4034 0.1426 0.015
O -0.4931 -3.7992 2.4016 0.005
C 0.7909 -4.8317 0.3231 0.138
C 0.6120 -6.1966 0.2931 -0.057
C 1.5814 -6.9535 -0.3570 0.143
C 2.6862 -6.3405 -0.9522 -0.075
C 2.8666 -4.9700 -0.9069 0.165
C 1.9005 -4.1956 -0.2511 0.005
H -0.2500 -6.6618 0.7516 0.000
H 1.4785 -8.0284 -0.4010 0.007
H 3.4241 -6.9549 -1.4499 -0.001
H 3.7448 -4.5150 -1.3465 0.013